No. 1
ORCA calculation (wB97M-V/def2-TZVPD) on a 2-piece molecular cluster, C51H47N4OS overall.

Relative energy (zero: lowest compared OMol25 entry of this formula, charge and spin) ... 0.0 kJ/mol
Total charge ... +1

Geometry as XYZ:
```
104
C51H47N4OS, DFT wB97M-V/def2-TZVPD
C 3.94578 -4.86794 0.97923
N 2.94285 -3.85315 0.73702
C 1.78633 -4.08016 0.03031
O 1.50818 -5.11264 -0.57209
C 0.91848 -2.83457 0.16645
C -0.40793 -3.19417 0.83226
C -0.16144 -3.90984 2.14390
C -0.19099 -5.30693 2.18218
C 0.02342 -5.97940 3.38497
C 0.27051 -5.25688 4.55858
C 0.33976 -3.85955 4.51918
C 0.05941 -3.19820 3.32334
N 1.76813 -1.92747 0.95594
C 1.22320 -0.81001 1.51756
C 1.52429 -0.34467 2.78246
C 1.02731 0.81607 3.41586
C 1.97310 1.47673 4.26891
C 1.63977 2.24495 5.41279
C 2.64605 2.66231 6.29056
C 3.98656 2.29523 6.07482
C 4.33174 1.55385 4.93395
C 3.35652 1.23159 4.00954
C 2.98162 -2.60575 1.47731
C 4.30778 -1.91491 1.29003
C 4.75602 -1.53447 0.07603
C 6.11504 -1.09917 -0.22039
C 6.47800 -0.85785 -1.56851
C 7.73187 -0.34617 -1.90230
C 8.67397 -0.08642 -0.89111
C 8.36449 -0.40067 0.44329
C 7.10298 -0.91118 0.78047
H 3.73946 -5.74130 0.35142
H 4.93896 -4.46283 0.74477
H 3.93613 -5.14854 2.04495
H 0.75636 -2.39007 -0.82894
H -1.02367 -2.29209 0.95270
H -0.91884 -3.87319 0.13245
H -0.34025 -5.85043 1.24348
H 0.00811 -7.07083 3.39486
H 0.39375 -5.77487 5.50995
H 0.58462 -3.27039 5.40927
H 0.04088 -2.10634 3.29227
H 0.46823 -0.28484 0.91811
H 2.25334 -0.91993 3.38917
H 0.01230 1.20695 3.34295
H 0.57794 2.42799 5.60628
H 2.36849 3.26395 7.16130
H 4.76851 2.60878 6.76559
H 5.35652 1.22814 4.74753
H 3.65474 0.69146 3.10446
H 2.84994 -2.79235 2.56083
H 4.90877 -1.85467 2.20176
H 4.08028 -1.55883 -0.78806
H 5.73406 -1.06187 -2.34430
H 7.97386 -0.12728 -2.94695
H 9.64014 0.35896 -1.14378
H 9.10694 -0.22470 1.22751
H 6.85856 -1.14575 1.81981
C -7.50943 6.34690 1.98843
C -6.33409 6.96034 2.44106
C -5.16388 6.20355 2.61041
C -5.15699 4.83627 2.29727
C -3.86411 3.98673 2.37167
C -3.23315 3.77643 0.98977
C -2.05118 3.02540 0.87589
C -1.43889 2.81824 -0.36475
C -2.02946 3.35725 -1.52069
C -3.21705 4.09525 -1.42239
C -3.78955 4.33834 -0.16994
C -4.04115 2.58997 3.04706
C -5.06797 2.57082 4.16640
C -5.31203 1.14628 4.57986
N -4.05118 0.45100 4.77342
C -4.05891 -0.83760 5.30985
C -2.78094 -1.38134 5.39669
C -2.64594 -2.69639 5.85161
C -3.78638 -3.36572 6.33510
C -5.06417 -2.78513 6.26350
C -5.21801 -1.53557 5.65951
S -1.60121 -0.24295 4.74509
C -2.86774 0.91003 4.24399
N -2.74373 1.93987 3.45668
C -6.32842 4.23970 1.81244
C -7.50971 4.98263 1.67472
H -8.42855 6.92064 1.84740
H -6.33747 8.03535 2.64574
H -4.25282 6.69359 2.96738
H -3.15787 4.53831 3.01397
H -1.65077 2.57044 1.78765
H -0.51123 2.23415 -0.39950
H -1.55324 3.17982 -2.48863
H -3.69029 4.48839 -2.32529
H -4.69051 4.95316 -0.12239
H -4.45868 1.91448 2.26442
H -4.78974 3.19853 5.02613
H -6.02036 2.95767 3.79354
H -5.90071 1.07030 5.49853
H -5.88890 0.64084 3.78916
H -1.67403 -3.18365 5.79178
H -3.69203 -4.36777 6.75128
H -5.94375 -3.30004 6.66063
H -6.20441 -1.11542 5.44465
H -6.30163 3.17778 1.54057
H -8.40934 4.47158 1.31616
```

Löwdin atomic charge list, values in e, 6 entries:
1. C 0.00
2. N -0.04
3. C -0.39
4. O 0.09
5. C -0.16
6. C -0.07

No. 2
ORCA calculation (wB97M-V/def2-TZVPD) on C51H47N5P2PtSb as an isolated structure.

Total charge ... +3

Geometry as XYZ:
```
107
C51H47N5P2PtSb, DFT wB97M-V/def2-TZVPD
Pt 0.41492 0.41415 0.61522
C 1.50830 -1.31568 3.42370
C 0.01536 -1.17100 3.32002
C -0.71257 -1.79132 4.33306
C -2.07622 -1.63115 4.41355
C -2.68858 -0.85563 3.44154
C -1.94991 -0.30543 2.40376
N -0.60190 -0.45984 2.34446
Sb -3.29051 0.79143 1.07997
C -3.77538 -0.33353 -0.69199
C -5.14496 -0.22726 -0.89693
C -5.69245 -0.84406 -2.01862
C -4.85132 -1.53324 -2.86240
C -3.48497 -1.61107 -2.56738
C -2.56834 -2.39131 -3.45942
N -2.96177 -1.01060 -1.49492
C -1.87742 2.39879 0.66395
C -2.57831 3.59313 0.55583
C -1.92754 4.76365 0.19675
C -0.56014 4.70884 0.03319
C 0.13216 3.52170 0.25983
C 1.63271 3.63139 0.26622
N -0.53016 2.36618 0.51290
H 1.75983 -2.34289 3.67013
H 1.89343 -0.71606 4.25343
H 2.04877 -1.04765 2.52334
H -0.17647 -2.37852 5.06724
H -2.64922 -2.08843 5.20971
H -3.75846 -0.69253 3.47721
H -5.78226 0.32295 -0.21581
H -6.75347 -0.77653 -2.21889
H -5.23344 -2.02230 -3.74882
H -2.85182 -2.28051 -4.50532
H -2.63388 -3.45180 -3.21950
H -1.53590 -2.07336 -3.32366
H -3.64923 3.59840 0.71568
H -2.47212 5.68894 0.06048
H 0.00537 5.59444 -0.22426
H 1.94734 4.38001 -0.45645
H 2.15696 2.70793 0.04113
H 1.97922 4.00747 1.23427
C 3.58907 -0.09188 -0.30084
N 2.51446 -0.69015 -1.16762
P 1.40927 0.58915 -1.53150
C 2.31895 1.87980 -2.40693
C 3.54500 1.63130 -3.02193
C 4.06341 2.55492 -3.92042
C 3.36129 3.71154 -4.21970
C 2.11373 3.93616 -3.64745
C 1.58795 3.01714 -2.75876
C 0.29445 0.12437 -2.84541
C 0.81970 -0.47725 -3.99447
C 0.06289 -0.51343 -5.14879
C -1.19428 0.09007 -5.17506
C -1.70574 0.69959 -4.04213
C -0.96639 0.70601 -2.86536
P 1.45576 -1.61184 -0.11606
C 0.30672 -2.71729 -0.91589
C -0.95412 -2.84661 -0.34926
C -1.72732 -3.96266 -0.64889
C -1.24980 -4.91594 -1.52992
C 0.00060 -4.76506 -2.13143
C 0.78940 -3.67895 -1.81289
C 2.53042 -2.87594 0.61935
C 3.76115 -3.21606 0.05891
C 4.40627 -4.38004 0.45650
C 3.82844 -5.21604 1.39751
C 2.57360 -4.91345 1.91477
C 1.92068 -3.76447 1.51057
H 4.21251 0.56622 -0.88962
H 4.20949 -0.86295 0.13296
H 3.15651 0.49689 0.52217
H 4.08601 0.71174 -2.85518
H 5.01404 2.35723 -4.39675
H 3.77216 4.42701 -4.91903
H 1.54444 4.81707 -3.91305
H 0.58547 3.16745 -2.37100
H 1.82027 -0.89410 -3.98673
H 0.45814 -0.98293 -6.03934
H -1.77088 0.08522 -6.09092
H -2.68155 1.16730 -4.06851
H -1.36026 1.19723 -1.98215
H -1.31764 -2.10928 0.35288
H -2.70128 -4.08254 -0.19229
H -1.85149 -5.78605 -1.75936
H 0.36512 -5.51326 -2.82210
H 1.78712 -3.59349 -2.22721
H 4.21101 -2.62349 -0.72443
H 5.35909 -4.63564 0.01322
H 4.33820 -6.11887 1.70545
H 2.09487 -5.58982 2.61031
H 0.90800 -3.58669 1.85577
C 1.30959 1.81582 2.86820
C 0.36448 2.31693 3.74637
C -0.20718 3.60527 3.53874
C -1.12265 4.11733 4.41691
C -1.50260 3.35317 5.53387
C -0.91077 2.10790 5.80415
C 0.00597 1.59951 4.92431
C -2.50884 3.85612 6.41653
N -3.33784 4.24381 7.11142
H 1.87953 0.93752 3.12658
H 1.74618 2.45372 2.11713
H 0.10235 4.20533 2.69226
H -1.54964 5.09963 4.26978
H -1.17614 1.57371 6.70592
H 0.48699 0.65928 5.15362
```

Löwdin atomic charge list, values in e, 6 entries:
1. Pt 0.82
2. C -0.06
3. C -0.33
4. C -0.01
5. C 0.00
6. C -0.12

No. 3
ORCA calculation (wB97M-V/def2-TZVPD) on C51H49AuO5S2Sb as an isolated structure.

Relative energy (zero: lowest compared OMol25 entry of this formula, charge and spin) ... 13.3 kJ/mol
Total charge ... +1

Geometry as XYZ:
```
109
C51H49AuO5S2Sb, DFT wB97M-V/def2-TZVPD
Au 1.30217 -0.70179 -0.35814
C 0.28272 0.30985 -6.16849
C -0.66310 0.67938 -5.03791
C -1.86074 1.45687 -5.52747
O 0.06849 1.44088 -4.04937
C 0.31547 0.64766 -2.90374
C -0.12878 -0.75468 -3.39219
O -1.12461 -0.46372 -4.34510
C -0.48120 -1.93486 -2.45962
O 0.61892 -2.07446 -1.58017
C -1.81687 -1.89070 -1.72912
C -1.88002 -2.25224 -0.38747
C -3.09159 -2.28990 0.28633
C -4.27251 -1.99530 -0.38297
C -4.22327 -1.66232 -1.72748
C -3.00701 -1.60184 -2.39403
C -0.39428 -3.21717 -3.32208
C 0.86389 -3.62228 -3.77228
C 1.00740 -4.74403 -4.57064
C -0.10736 -5.48759 -4.93608
C -1.35689 -5.09959 -4.48537
C -1.49993 -3.97509 -3.68072
C -0.24676 1.34104 -1.63133
O -0.28688 0.40963 -0.54615
C -1.67411 1.87359 -1.80056
C -1.87782 3.04948 -2.52585
C -3.14254 3.59661 -2.64623
C -4.22996 2.98544 -2.03358
C -4.03284 1.82819 -1.30183
C -2.76069 1.27638 -1.18042
C 0.64130 2.53389 -1.22749
C 1.81028 2.89858 -1.88079
C 2.56989 3.97675 -1.43169
C 2.15714 4.71952 -0.34114
C 0.96988 4.38256 0.30142
C 0.22983 3.29906 -0.13278
H 0.65033 1.21899 -6.64335
H -0.24370 -0.28981 -6.91025
H 1.14018 -0.25440 -5.80349
H -1.53894 2.40171 -5.96502
H -2.54381 1.65268 -4.70538
H -2.37640 0.87617 -6.29247
H 1.40020 0.58299 -2.75257
H 0.76282 -1.12403 -3.91388
H -0.96914 -2.51764 0.13235
H -3.11701 -2.56607 1.33349
H -5.22155 -2.03973 0.13661
H -5.13545 -1.43591 -2.26544
H -2.98462 -1.32572 -3.43764
H 1.74110 -3.06145 -3.47733
H 1.99275 -5.04029 -4.90738
H 0.00084 -6.36375 -5.56190
H -2.23444 -5.67282 -4.75531
H -2.48762 -3.70712 -3.33352
H -1.03583 3.53917 -2.99590
H -3.28026 4.50647 -3.21625
H -5.21987 3.41343 -2.12511
H -4.87331 1.33538 -0.82651
H -2.62480 0.36998 -0.61228
H 2.13768 2.37780 -2.76902
H 3.47628 4.24460 -1.95911
H 2.73710 5.57104 -0.00902
H 0.60823 4.98458 1.12782
H -0.70349 3.05761 0.36098
S 2.31466 0.72467 1.22348
Sb 1.08920 0.59423 3.20330
C 1.86741 2.17530 4.32755
C 2.00110 3.41663 3.71273
C 2.46317 4.49415 4.45281
C 2.78628 4.33052 5.79336
C 2.64965 3.09102 6.40202
C 2.18797 2.00569 5.67071
C -1.00071 0.72307 3.26324
C -1.53680 0.62826 4.54840
C -2.90334 0.76805 4.72503
C -3.72138 1.00934 3.62738
C -3.17885 1.10643 2.35589
C -1.80976 0.96144 2.16382
C 1.50334 -1.15682 4.28685
C 2.75175 -1.33572 4.88001
C 3.02566 -2.51095 5.56443
C 2.06011 -3.50690 5.64658
C 0.81942 -3.33086 5.05006
C 0.53600 -2.15376 4.36987
H 1.76389 3.54169 2.66250
H 2.57255 5.46194 3.98171
H 3.14638 5.17406 6.36717
H 2.90092 2.96745 7.44697
H 2.07525 1.04263 6.15432
H -0.90402 0.45114 5.41134
H -3.32816 0.69577 5.71734
H -4.78795 1.12425 3.76926
H -3.81432 1.29641 1.50082
H -1.38311 1.01991 1.17352
H 3.51170 -0.56467 4.81230
H 3.98952 -2.64820 6.03707
H 2.27460 -4.42180 6.18308
H 0.06850 -4.10670 5.11841
H -0.43732 -2.01678 3.91432
C 5.13846 -1.78480 1.00461
S 3.90055 -2.83829 0.26137
C 3.01035 -3.29031 1.73541
O 2.99516 -1.90029 -0.51994
H 4.64520 -1.01021 1.58946
H 5.71206 -1.34671 0.19053
H 5.79114 -2.40118 1.62306
H 3.66896 -3.88663 2.36626
H 2.14978 -3.88481 1.43530
H 2.70010 -2.37931 2.24568
```

Löwdin atomic charge list, values in e, 6 entries:
1. Au 1.07
2. C 0.03
3. C -0.55
4. C 0.03
5. O -0.01
6. C -0.18

No. 4
ORCA calculation (wB97M-V/def2-TZVPD) on C51H49BrClN6O3P3SSr as an isolated structure.

Relative energy (zero: lowest compared OMol25 entry of this formula, charge and spin) ... 132.8 kJ/mol
Total charge ... 0

Geometry as XYZ:
```
116
C51H49BrClN6O3P3SSr, DFT wB97M-V/def2-TZVPD
Sr -0.39407 0.10535 0.53284
O 0.01327 -2.80969 -2.66573
N -0.61175 -2.41710 -1.47719
C -0.49557 -3.30622 -0.57760
C 0.21639 -4.60772 -0.71238
C -0.51619 -5.73684 -1.06986
C 0.10665 -6.97025 -1.17209
C 1.46609 -7.07792 -0.90347
C 2.19169 -5.95217 -0.54518
C 1.58289 -4.69995 -0.45615
P 2.49328 -3.14804 -0.05023
C 3.31690 -2.76778 -1.65115
C 3.01724 -1.54141 -2.23858
C 3.56143 -1.17575 -3.46540
C 4.41988 -2.04436 -4.12110
C 4.73071 -3.27389 -3.54684
C 4.18361 -3.63073 -2.32311
C 3.84022 -3.78784 1.01314
C 3.49224 -4.53802 2.14079
C 4.45758 -4.94966 3.04789
C 5.79170 -4.60959 2.84965
C 6.14723 -3.85688 1.74095
C 5.17783 -3.44793 0.83022
H -0.20561 -2.09062 -3.27058
H -0.96718 -3.03846 0.36693
H -1.57832 -5.64146 -1.26391
H -0.46685 -7.84501 -1.45278
H 1.96087 -8.03899 -0.97172
H 3.24657 -6.05346 -0.31749
H 2.34374 -0.85937 -1.73148
H 3.31324 -0.21659 -3.90515
H 4.84567 -1.76872 -5.07819
H 5.39873 -3.95621 -4.05772
H 4.43517 -4.59172 -1.88783
H 2.45399 -4.80807 2.30844
H 4.16757 -5.53557 3.91203
H 6.54702 -4.93159 3.55576
H 7.18269 -3.58304 1.58007
H 5.47318 -2.86528 -0.03443
Br 0.96217 -2.54656 3.59788
C -0.83953 -1.94132 3.54762
C -1.58348 -2.00790 4.70782
C -2.91714 -1.63198 4.63252
C -3.45187 -1.25043 3.41776
C -2.62045 -1.21161 2.31550
N -1.30720 -1.52344 2.38022
C -3.22545 -0.86471 0.94742
O -4.44253 -0.88678 0.87345
O -2.37683 -0.60918 0.01643
H -1.13293 -2.35479 5.62545
H -3.53521 -1.66118 5.52084
H -4.48889 -0.98191 3.28504
S 2.71831 1.48516 4.32410
C 1.53329 0.93011 3.20391
N 1.96047 0.41989 2.09002
C 3.36428 0.43939 2.08859
C 4.18139 -0.03565 1.06384
C 5.55122 0.08218 1.18579
C 6.13043 0.65754 2.32461
C 5.33734 1.11227 3.35977
C 3.95375 0.99445 3.22685
H 0.47830 1.04395 3.43925
H 3.73813 -0.48617 0.18656
H 6.18878 -0.28158 0.38829
H 7.20771 0.73546 2.39795
H 5.77651 1.54929 4.24817
C 4.21699 2.24176 -1.63457
P 2.53334 2.16979 -0.89688
C 2.62689 3.34054 0.49827
C 3.83183 3.70783 1.09033
C 3.84213 4.54503 2.20212
C 2.64940 5.01280 2.73410
C 1.43874 4.63104 2.16400
C 1.43100 3.79715 1.05810
C 1.71772 3.17415 -2.20695
C 1.82151 4.56437 -2.27984
C 1.29910 5.25796 -3.36278
C 0.68642 4.56893 -4.40344
C 0.58166 3.18672 -4.34578
C 1.07937 2.49793 -3.24419
H 4.95460 1.76034 -0.99136
H 4.50725 3.27657 -1.81754
H 4.18883 1.70471 -2.58214
H 4.77250 3.34052 0.69382
H 4.78655 4.82124 2.65534
H 2.65971 5.66346 3.59931
H 0.49937 4.96355 2.58783
H 0.47788 3.48224 0.64486
H 2.31050 5.10929 -1.47898
H 1.37233 6.33812 -3.39712
H 0.28411 5.10962 -5.25272
H 0.09981 2.64693 -5.15241
H 0.97957 1.41707 -3.19517
C -4.79981 2.78195 -2.48909
N -4.61776 3.14860 -1.08781
C -4.07228 4.50283 -1.02719
N -2.82583 4.67811 -1.77519
C -3.05219 4.24783 -3.15556
N -3.57816 2.88590 -3.29261
C -2.58358 1.88745 -2.86824
P -2.04358 2.06965 -1.09477
C -3.76314 2.17887 -0.38684
C -1.73460 3.90433 -1.15430
H -5.54412 3.45205 -2.92493
H -5.17574 1.75935 -2.54180
H -3.89811 4.76809 0.01657
H -4.81431 5.18726 -1.44390
H -2.11246 4.31955 -3.70372
H -3.77420 4.93014 -3.60788
H -1.71331 1.94925 -3.52081
H -3.01425 0.88974 -2.98375
H -3.67532 2.44890 0.66501
H -4.22103 1.19191 -0.43236
H -0.80753 4.10133 -1.69396
H -1.59748 4.24471 -0.12489
Cl -1.43934 1.94221 2.23705
```

Löwdin atomic charge list, values in e, 6 entries:
1. Sr 1.01
2. O -0.04
3. N 0.01
4. C -0.15
5. C -0.22
6. C -0.02

| no. | DFT total energy (hartree) | Kohn-Sham gap (hartree) |
| --- | --- | --- |
| 1 | -2663.8123 | 0.186 |
| 2 | -3286.7467 | 0.189 |
| 3 | -3521.0269 | 0.258 |
| 4 | -7014.4139 | 0.293 |